No. 1
Here is a single C15H21F3N4O2 molecule from the Open Molecules 2025 dataset. Energies are from the ωB97M-V functional and the def2-TZVPD basis.

Energy ... -1253.2730 Eh
SMILES ... Cn1nc(C(F)(F)F)c(CN2CC(C)(C)C2=O)c1N1CCOCC1
HOMO-LUMO gap ... 8.96 eV

The geometry in ORCA input format:
```
! RIJCOSX wB97M-V def2-TZVPD def2/J DEFGRID3
* xyz 0 1
C -0.530 -3.482 -1.654
N 0.093 -2.464 -0.859
N 1.416 -2.443 -0.751
C 1.704 -1.374 -0.029
C 3.113 -1.039 0.304
F 3.338 -1.035 1.637
F 3.461 0.198 -0.115
F 3.997 -1.882 -0.228
C 0.542 -0.683 0.369
C 0.510 0.552 1.215
N 0.347 1.753 0.435
C 1.228 2.371 -0.540
C 0.220 3.545 -0.603
C 0.750 4.874 -0.090
C -0.513 3.696 -1.927
C -0.565 2.748 0.452
O -1.589 2.892 1.070
C -0.495 -1.431 -0.195
N -1.859 -1.277 -0.233
C -2.714 -2.348 0.267
C -3.790 -1.768 1.185
O -4.619 -0.851 0.508
C -3.927 -0.055 -0.440
C -2.439 0.053 -0.135
H -1.315 -3.039 -2.266
H -0.954 -4.274 -1.035
H 0.243 -3.909 -2.291
H 1.446 0.616 1.782
H -0.319 0.520 1.926
H 2.215 2.615 -0.144
H 1.339 1.788 -1.457
H 1.262 4.743 0.861
H -0.076 5.565 0.059
H 1.445 5.306 -0.806
H 0.148 4.126 -2.677
H -1.371 4.351 -1.799
H -0.867 2.732 -2.286
H -2.120 -3.076 0.825
H -3.208 -2.859 -0.570
H -4.447 -2.562 1.547
H -3.314 -1.288 2.053
H -4.066 -0.485 -1.443
H -4.386 0.937 -0.415
H -2.313 0.518 0.849
H -1.960 0.695 -0.877
*
```

---

No. 2
Here is 2 unconnected molecules or ions with the total composition C5H14 from the Open Molecules 2025 dataset. Energies are from the ωB97M-V functional and the def2-TZVPD basis.

Energy ... -198.8470 Eh
SMILES ... CCC.CC
HOMO-LUMO gap ... 11.95 eV

The geometry in ORCA input format:
```
! RIJCOSX wB97M-V def2-TZVPD def2/J DEFGRID3
* xyz 0 1
C -1.789 2.077 -1.280
C -0.623 1.186 -0.885
C 0.324 1.876 0.156
H -2.359 1.562 -2.047
H -1.504 3.050 -1.745
H -2.482 2.334 -0.462
H -0.989 0.251 -0.456
H -0.106 1.172 -1.832
H 0.238 2.996 0.111
H 0.124 1.503 1.235
H 1.355 1.555 -0.157
C 1.308 -1.952 0.584
C 0.680 -3.103 1.378
H 1.664 -2.147 -0.429
H 0.858 -0.971 0.559
H 2.140 -1.498 1.171
H 1.545 -3.834 1.310
H -0.036 -3.715 0.787
H 0.263 -2.752 2.319
*
```

---

No. 3
Here is a single C5H5BrN4S2 molecule from the Open Molecules 2025 dataset. Energies are from the ωB97M-V functional and the def2-TZVPD basis.

Energy ... -3782.7111 Eh
HOMO-LUMO gap ... 7.20 eV

The geometry in ORCA input format:
```
! RIJCOSX wB97M-V def2-TZVPD def2/J DEFGRID3
* xyz 0 1
C -1.333 1.489 0.368
C -2.149 0.426 0.271
C 0.915 0.810 -0.219
C -1.694 -0.813 -0.145
C 2.277 0.844 0.226
N -0.032 1.433 0.297
N -0.735 -1.483 0.524
N 0.966 -1.620 -0.976
N 0.255 -2.156 -0.011
S 0.660 -3.524 0.649
S 0.478 -0.235 -1.729
Br -3.988 0.862 0.093
H -1.693 2.581 0.527
H -2.246 -1.183 -0.925
H 2.596 0.244 1.177
H 2.680 1.890 0.343
H 3.044 0.435 -0.471
*
```

---

No. 4
Here is a gas-phase ion, C4H5N2O2 (charge +1) from the Open Molecules 2025 dataset. Energies are from the ωB97M-V functional and the def2-TZVPD basis.

Energy ... -414.9207 Eh
HOMO-LUMO gap (spin up / spin down) ... 9.63 / 6.32 eV

The geometry in ORCA input format:
```
! RIJCOSX wB97M-V def2-TZVPD def2/J DEFGRID3
* xyz 1 3
C 0.890 1.679 0.212
C -0.366 1.742 -0.293
C 1.146 0.198 0.401
C -0.292 -1.904 -0.005
N -0.140 -0.446 0.020
N -1.009 0.479 -0.402
O 2.107 -0.368 0.765
O -2.091 0.254 -0.801
H 1.611 2.410 0.271
H -0.946 2.724 -0.373
H -0.782 -2.375 -0.871
H 0.714 -2.221 0.155
H -0.842 -2.173 0.921
*
```

---

No. 5
Here is a molecular structure, C5H9AgLiO4 from the Open Molecules 2025 dataset. Energies are from the ωB97M-V functional and the def2-TZVPD basis.

Energy ... -651.2649 Eh
HOMO-LUMO gap (spin up / spin down) ... 5.64 / 5.59 eV

The geometry in ORCA input format:
```
! RIJCOSX wB97M-V def2-TZVPD def2/J DEFGRID3
* xyz 0 2
C -3.032 0.485 1.269
C -3.070 1.819 2.020
O -1.868 2.485 2.010
Ag 0.312 2.278 1.515
H -4.044 0.114 1.044
H -2.465 0.570 0.317
H -2.480 -0.258 1.866
H -3.418 1.606 3.060
H -3.889 2.432 1.570
O 1.023 -1.059 -0.546
C 2.165 -0.423 -0.102
C 1.418 -2.047 -1.498
O 2.059 0.804 0.306
O 3.149 -0.558 -1.138
C 2.654 -1.430 -2.152
Li 3.408 1.402 -0.894
H 0.600 -2.219 -2.205
H 1.664 -2.989 -0.984
H 2.396 -0.841 -3.044
H 3.418 -2.171 -2.412
*
```

---

No. 6
Here is a molecular structure, C9H17O2P from the Open Molecules 2025 dataset. Energies are from the ωB97M-V functional and the def2-TZVPD basis.

Energy ... -844.7912 Eh
HOMO-LUMO gap ... 9.63 eV

The geometry in ORCA input format:
```
! RIJCOSX wB97M-V def2-TZVPD def2/J DEFGRID3
* xyz 0 1
C -0.193 -3.214 0.049
C 0.820 -2.635 0.375
C 1.912 -0.182 0.833
C 1.776 -1.028 2.116
C 1.843 -1.693 0.744
C -2.031 0.424 0.243
C -1.322 0.590 -1.094
C -1.090 -0.772 -1.827
C -1.643 -0.948 -3.268
O -1.441 -4.698 -3.642
O -1.404 -2.285 -3.586
P -2.228 -3.594 -3.105
H 5.064 4.836 1.077
H -1.149 -3.628 0.095
H 0.996 0.329 0.512
H 2.710 0.264 0.336
H 2.596 -1.100 2.830
H 0.886 -0.932 2.565
H 2.781 -2.192 0.751
H -1.613 -0.405 0.701
H -1.855 1.269 0.796
H -3.087 0.241 0.088
H -1.856 1.091 -1.913
H -0.400 1.160 -0.920
H -0.068 -1.070 -1.834
H -1.635 -1.449 -1.235
H -2.763 -0.791 -3.314
H -1.162 -0.376 -3.982
H 4.442 4.612 1.586
*
```